Entry 1:
Formula: C14H14BrNO2V
Source: the Open Molecules 2025 dataset
Level of theory: ωB97M-V/def2-TZVPD

Properties
Energy above the lowest of the compared OMol25 structures with the same formula, charge and spin ... 0.0 kJ/mol
DFT total energy ... -4265.1545 hartree
2S+1 ... 4
Expectation value of S² ... 3.76
Total charge ... -2
Gap between HOMO and LUMO (spin up / spin down) ... 4.58 / 4.59 eV

XYZ file:
```
33
Properties=species:S:1:pos:R:3:forces:R:3
C -2.224729 -0.399212 -1.122557 -0.94 0.62 -0.57
C -2.728717 -0.850427 0.133151 -1.22 0.23 0.03
C -2.519421 0.194295 1.093022 -1.21 0.53 -0.39
H -3.222391 -1.809502 0.301856 0.28 0.33 0.07
C -1.863098 1.283824 0.425341 -1.25 0.97 -0.06
C -1.682532 0.908658 -0.942027 -1.32 0.93 -0.86
H -1.287360 1.535435 -1.747304 0.23 -0.48 0.39
H -2.316921 -0.901319 -2.077437 0.31 -0.04 0.17
H -2.800771 0.174279 2.136896 0.21 -0.12 -0.04
H -1.522444 2.223458 0.885996 -0.13 -0.71 -0.25
V -0.697490 -0.388535 0.315920 5.52 -2.13 2.06
Br 1.694922 -0.005095 -0.323957 0.24 -0.17 0.40
C 1.866033 1.126083 -3.305878 -0.69 -0.44 -0.97
C 0.790046 1.925686 -3.785704 0.10 -0.90 -0.17
C -0.213449 1.048802 -4.303845 0.55 -0.14 0.24
H 0.758506 3.012363 -3.786697 -0.06 -0.09 0.05
C 0.241813 -0.294599 -4.131836 0.54 0.79 0.02
C 1.533952 -0.245680 -3.536010 -0.37 0.95 -0.52
H 2.158176 -1.100715 -3.301859 -0.14 0.09 0.17
H 2.774162 1.500398 -2.845820 -0.15 -0.10 0.04
H -1.137430 1.352736 -4.790652 0.01 -0.03 0.14
H -0.294276 -1.193943 -4.424195 0.03 0.07 0.03
O 0.948070 1.681603 2.889300 -0.17 -0.41 0.90
C 0.837904 0.500626 3.165295 -0.81 -1.10 -1.45
C 1.468586 -0.266898 4.328374 0.37 0.23 0.39
C 1.427777 -1.722341 3.888406 0.50 -0.37 0.21
C 0.631391 -1.701389 2.602138 -0.52 0.71 -1.16
O 0.479522 -2.625922 1.784550 -0.12 0.51 1.24
N 0.143328 -0.442935 2.385181 0.55 0.16 0.16
H 2.491767 0.073527 4.519458 -0.20 0.13 0.00
H 0.877772 -0.117278 5.239702 0.07 0.19 -0.13
H 2.437967 -2.104032 3.708367 -0.17 -0.11 -0.09
H 0.949347 -2.371940 4.622824 -0.01 -0.11 -0.05
```
Positions in Å, forces in eV/Å.

Entry 2:
Formula: C14H14ClCoN2O9S
Source: the Open Molecules 2025 dataset
Level of theory: ωB97M-V/def2-TZVPD

Properties
DFT total energy ... -3569.3346 hartree
2S+1 ... 3
Expectation value of S² ... 2.03
Total charge ... -2
Gap between HOMO and LUMO (spin up / spin down) ... 3.17 / 2.79 eV

XYZ file:
```
42
Properties=species:S:1:pos:R:3:forces:R:3
Co 1.939615 1.113779 1.113600 -0.68 0.54 -1.91
C -2.799644 -5.775150 -1.136700 1.04 -0.14 0.18
C -2.246831 -4.425815 -0.827737 -0.21 1.81 -0.32
C -2.951606 -3.261250 -1.284112 1.67 -0.59 0.90
C -2.413466 -2.013975 -1.036541 0.20 1.65 -0.35
C -1.165780 -1.882068 -0.413193 -0.45 -0.30 0.52
C -0.509525 -2.990616 0.066525 0.39 -0.42 -1.17
C -1.026675 -4.266330 -0.162190 -1.44 0.28 -0.36
S -0.499998 -0.268612 -0.011050 3.01 -0.01 2.46
O 0.108944 0.268867 -1.199896 -0.92 0.25 -0.78
O -1.616767 0.372530 0.637542 -1.41 0.47 -0.44
N 0.721989 -0.381228 1.032253 -1.75 -1.85 -0.45
C 0.569412 -0.970796 2.401757 0.24 1.50 -1.34
C 1.630663 -0.271115 3.371933 1.38 2.69 -2.20
O 1.707528 -0.606311 4.530194 -0.29 -0.86 1.17
O 2.418817 0.698744 2.827441 -1.90 -3.58 3.59
H -3.818876 -5.844560 -0.800032 -0.50 -0.28 0.01
H -2.163081 -6.490195 -0.598888 -0.43 -0.23 -0.22
H -2.717761 -5.971514 -2.210387 -0.22 -0.14 0.11
H -3.852176 -3.367337 -1.837551 -0.75 -0.11 -0.33
H -2.839957 -1.017278 -1.349265 -0.03 -1.46 0.21
H 0.505292 -2.838335 0.369995 0.32 -0.07 0.72
H -0.572290 -5.168429 0.194531 0.60 -0.22 0.17
H 0.883553 -1.989611 2.247449 -0.04 -0.72 0.83
H -0.491553 -0.906263 2.740233 0.84 -0.03 0.26
O 3.878913 2.484176 -1.723869 1.68 -0.72 0.94
Cl 4.503955 1.840786 -0.542213 -2.91 -0.92 1.16
O 5.605297 0.913992 -0.851285 -0.70 2.05 0.06
O 3.402147 0.908511 0.051488 3.68 0.70 -2.32
O 4.775769 2.881249 0.473233 0.64 -1.39 -1.60
O 1.078755 2.646633 1.439928 -2.14 3.75 -2.01
N 0.492805 3.364830 0.398350 3.32 -1.88 2.82
C 1.278562 4.059262 -0.512591 -0.32 -0.90 1.08
C 0.683082 4.854795 -1.393436 -1.45 0.74 -1.05
C -0.728849 4.882482 -1.516140 0.80 0.13 -0.32
C -1.450369 4.130222 -0.636612 -0.36 -0.16 1.96
C -0.825200 3.442238 0.401211 -1.63 0.59 -1.55
H 2.310567 3.847455 -0.509013 1.00 -0.09 0.40
H 1.235297 5.512175 -2.031724 0.60 -0.08 -0.36
H -1.170410 5.407002 -2.328588 -0.41 0.48 -0.38
H -2.516639 4.210156 -0.504639 -0.36 -0.16 -0.58
H -1.353510 2.866905 1.119984 -0.12 -0.33 0.48
```
Positions in Å, forces in eV/Å.

Entry 3:
Formula: C14H14F5IN2Re
Source: the Open Molecules 2025 dataset
Level of theory: ωB97M-V/def2-TZVPD

Properties
Energy above the lowest of the compared OMol25 structures with the same formula, charge and spin ... 88.5 kJ/mol
DFT total energy ... -1525.9674 hartree
2S+1 ... 4
Expectation value of S² ... 3.78
Total charge ... +2
Gap between HOMO and LUMO (spin up / spin down) ... 7.31 / 6.38 eV

XYZ file:
```
37
Properties=species:S:1:pos:R:3:forces:R:3
C -0.206505 -2.480774 -0.075257 3.38 -0.16 -2.33
C -0.912338 -2.020214 1.055596 -1.44 2.56 2.30
H -0.958008 -2.803277 -0.763223 0.52 -0.44 -1.30
H 0.567091 -3.225925 0.257859 -0.74 0.50 -1.07
H 0.403561 -1.580453 -0.549295 -0.31 -1.31 -0.05
H -1.048195 -0.835923 0.956822 -0.37 -1.36 0.80
H -1.902065 -2.468318 0.985971 -0.26 0.56 0.96
H -0.346651 -2.242529 1.939230 -0.46 0.24 0.85
C 1.737350 0.695771 -2.613505 -0.28 0.63 0.83
C 2.274015 1.456521 -3.626824 0.08 -0.72 -0.04
C 2.212323 2.829492 -3.562499 0.16 0.30 -0.11
C 1.599549 3.444406 -2.491573 -1.17 1.07 2.20
H 1.685215 -0.387059 -2.589756 0.23 0.08 -0.14
H 2.736612 0.943955 -4.449236 0.09 -0.04 -0.29
H 2.642846 3.438301 -4.345000 -0.02 -0.01 -0.07
H 1.488806 4.531417 -2.389411 0.32 -0.44 -0.54
N 1.199707 1.317998 -1.534773 0.96 3.18 -1.85
C 1.060939 2.719424 -1.414791 1.83 -1.18 -3.01
C 0.337029 3.233349 -0.268380 -1.78 1.21 2.76
N -0.180982 2.290808 0.630933 -0.19 3.17 0.32
C -0.952842 2.573852 1.728274 1.19 0.79 -1.62
C -0.705059 4.897832 1.184533 0.38 -0.72 -0.45
C -1.194096 3.906965 2.013474 -0.14 -0.86 0.34
H -1.299297 1.712684 2.271047 -0.16 -0.01 0.35
H -1.762320 4.119051 2.897760 -0.20 0.28 0.22
C 0.025410 4.562099 0.047966 1.07 -0.56 -1.37
H 0.420140 5.299333 -0.652976 -0.32 0.17 0.49
H -0.875949 5.919929 1.415595 -0.17 0.73 0.11
Re 0.208788 0.633439 -0.119249 -4.14 -7.88 0.46
I -2.115249 0.300084 -1.548161 0.89 0.23 0.50
F 2.984165 -0.326404 0.016910 -1.84 0.81 1.32
C 1.997620 0.263402 0.870623 3.21 0.63 0.40
F 2.498857 1.604356 1.128754 -0.70 -2.19 -0.16
C 2.065659 -0.530233 2.212897 2.77 -0.10 2.47
F 1.948398 -1.855263 2.041623 -0.38 0.94 -0.40
F 3.311490 -0.350420 2.835144 -2.25 0.00 -1.52
F 1.147732 -0.117771 3.127717 0.25 -0.12 -1.38
```
Positions in Å, forces in eV/Å.

Entry 4:
Formula: C14H14F5N5O7P2S2V
Source: the Open Molecules 2025 dataset
Level of theory: ωB97M-V/def2-TZVPD

Properties
Energy above the lowest of the compared OMol25 structures with the same formula, charge and spin ... 58.1 kJ/mol
DFT total energy ... -4265.0853 hartree
2S+1 ... 2
Expectation value of S² ... 0.75
Total charge ... 0
Gap between HOMO and LUMO (spin up / spin down) ... 6.48 / 5.97 eV

XYZ file:
```
50
Properties=species:S:1:pos:R:3:forces:R:3
V -0.529645 -0.277894 -0.242755 0.48 1.46 -1.39
N 1.617690 2.837274 1.204256 -0.04 -0.26 -0.10
C 0.400053 2.818663 0.303480 -0.26 -0.37 -0.21
C 0.012529 4.205193 -0.165385 0.12 0.12 0.05
P -0.932628 2.007401 1.294232 0.35 0.96 0.85
O -0.706392 2.980363 2.606412 -0.52 -0.24 -0.05
O -2.267363 2.209072 0.693995 0.00 0.10 -0.20
O -0.469974 0.629186 1.683008 -0.15 0.05 -0.22
P 1.004314 1.736026 -1.075146 0.59 0.80 -0.16
O -0.428288 1.486067 -1.797991 0.41 -0.46 0.11
O 1.996146 2.492249 -1.858197 -0.11 0.13 -0.03
O 1.462617 0.477703 -0.359339 0.11 -0.20 -0.04
H 1.376654 3.204367 2.127556 0.04 0.09 -0.02
H 2.372663 3.360023 0.757587 0.04 0.04 0.03
H 1.906553 1.847170 1.281413 0.04 0.12 0.10
H -0.099375 4.896976 0.671766 -0.02 0.00 0.00
H -0.950615 4.133789 -0.667391 0.01 0.01 -0.01
H 0.745042 4.585566 -0.879606 0.01 0.02 0.05
H -1.537491 3.081900 3.094565 0.25 0.06 -0.05
H -0.365989 0.759061 -2.467914 -0.17 0.07 0.07
N 1.778417 -1.920313 1.465278 -0.07 0.10 -0.09
C 0.538934 -2.460839 1.447890 -0.28 -0.40 0.12
N -0.470600 -1.925437 0.808771 0.39 -1.37 0.99
C -1.641734 -2.646140 0.984528 0.25 -0.35 0.26
C -1.520690 -3.752345 1.749683 -0.11 0.07 -0.06
S 0.112407 -3.915974 2.297176 0.09 0.15 -0.10
C -2.776040 -2.047474 0.306589 -0.40 -0.05 -0.14
C -4.039721 -2.482184 0.129048 0.10 -0.05 0.06
S -4.940788 -1.318522 -0.776688 0.16 0.16 -0.02
C -3.537125 -0.289043 -0.849121 -0.33 -0.38 0.03
N -2.479194 -0.815557 -0.271731 -1.12 -0.29 0.14
N -3.561845 0.902272 -1.465974 0.06 -0.07 -0.06
H 1.910877 -1.189383 0.770384 0.09 0.00 0.03
H 2.554705 -2.538237 1.622870 0.03 -0.01 -0.01
H -2.272537 -4.468688 2.034242 0.00 0.02 -0.02
H -4.499083 -3.399298 0.457219 0.06 -0.01 -0.01
H -4.458310 1.271897 -1.726878 -0.01 0.03 -0.01
H -2.885267 1.569734 -1.115212 0.03 0.12 0.09
F -2.765364 -5.833163 -2.869470 -0.01 -0.02 -0.01
C -2.112732 -4.674674 -2.707045 0.00 -0.01 -0.01
C -0.893139 -4.643043 -2.055808 -0.13 0.05 -0.07
F -0.361603 -5.776697 -1.591104 0.06 -0.07 0.04
C -0.230358 -3.444332 -1.884217 0.04 0.50 -0.05
F 0.962809 -3.445669 -1.270844 0.09 -0.12 0.11
C -0.757579 -2.211912 -2.310145 -0.32 -0.72 -0.49
O -0.172792 -1.061563 -2.091632 -0.04 0.07 0.33
C -1.971364 -2.308147 -3.018146 0.34 0.23 0.23
F -2.499052 -1.172179 -3.497532 -0.16 0.03 -0.09
C -2.645052 -3.496189 -3.202456 0.11 -0.12 0.05
F -3.810160 -3.522503 -3.854144 -0.10 0.04 -0.04
```
Positions in Å, forces in eV/Å.

Entry 5:
Formula: C14H14N2NiO3S
Source: the Open Molecules 2025 dataset
Level of theory: ωB97M-V/def2-TZVPD

Properties
Energy above the lowest of the compared OMol25 structures with the same formula, charge and spin ... 0.0 kJ/mol
DFT total energy ... -2783.4624 hartree
2S+1 ... 3
Expectation value of S² ... 2.01
Total charge ... -2
Gap between HOMO and LUMO (spin up / spin down) ... 2.74 / 4.93 eV

XYZ file:
```
35
Properties=species:S:1:pos:R:3:forces:R:3
C 2.690463 -4.613742 -0.326401 -0.69 -0.16 0.55
C 1.619827 -5.104468 -1.156368 -0.32 -0.01 0.91
C 0.410770 -4.420987 -0.773249 0.49 -0.47 0.59
C 0.732579 -3.498116 0.285899 0.54 -0.80 -0.08
C 2.142245 -3.625257 0.572140 -0.33 -0.81 -0.03
Ni 1.850257 -3.029439 -1.420957 0.49 1.17 -1.41
N 2.052638 0.861739 -1.873738 1.82 -2.31 1.62
C 1.376692 1.812295 -2.589652 -2.49 0.18 -1.37
C 1.009469 0.284704 -2.729494 -0.08 1.81 0.66
H -0.580971 -4.638913 -1.145087 0.08 0.17 -0.06
H 1.692709 -5.917233 -1.871403 0.03 0.28 0.00
H 0.024125 -2.879849 0.823949 0.16 0.07 -0.27
H 2.675885 -3.138345 1.379852 -0.06 0.04 -0.19
H 3.709013 -4.994118 -0.318943 -0.21 0.25 -0.11
H 1.333130 -0.219567 -3.632738 0.18 -0.07 0.30
H 1.888086 2.247677 -3.446616 0.07 0.20 0.18
H 1.774933 0.816792 -0.886464 0.10 -0.19 -0.67
H 0.124815 -0.117896 -2.212969 0.46 0.40 -0.35
H 0.691351 2.462689 -2.043130 -0.08 0.01 -0.37
O -4.083162 0.948172 3.040510 -0.42 0.04 -0.04
S -3.753349 1.259141 1.668927 3.11 -0.96 -1.25
O -4.783486 1.813897 0.825737 -0.43 -0.05 0.17
N -2.899845 0.077987 0.939257 -1.08 -0.63 0.02
C -1.599424 0.320194 0.628205 -0.51 -0.97 -0.18
O -0.817786 -0.446085 0.028016 -1.01 1.48 1.01
C -1.246588 1.699054 1.116604 0.96 0.82 -0.09
C -0.019999 2.370649 1.049684 -0.31 -0.03 0.08
C 0.059105 3.700673 1.480750 -0.34 -0.13 0.07
C -1.078930 4.355903 1.984526 -0.10 -0.36 -0.08
C -2.298288 3.668752 2.082507 0.57 -0.16 -0.19
C -2.338084 2.348469 1.643839 -0.44 1.29 0.66
H 0.848809 1.834190 0.672597 -0.15 0.19 0.04
H 1.007215 4.236342 1.424694 -0.21 -0.14 0.00
H -1.013399 5.396654 2.301437 0.02 -0.21 -0.05
H -3.200805 4.128039 2.478079 0.19 0.04 -0.04
```
Positions in Å, forces in eV/Å.

Entry 6:
Formula: C14H14N2O4S
Source: the Open Molecules 2025 dataset
Level of theory: ωB97M-V/def2-TZVPD

Properties
Energy above the lowest of the compared OMol25 structures with the same formula, charge and spin ... 111.5 kJ/mol
DFT total energy ... -1350.5338 hartree
2S+1 ... 1
SMILES ... Cc1ccc(S(=O)(=O)NNC(=O)c2ccc(O)cc2)cc1
Total charge ... 0
Gap between HOMO and LUMO ... 9.68 eV

XYZ file:
```
35
Properties=species:S:1:pos:R:3:forces:R:3
C -4.575140 -3.556575 0.237466 0.00 -0.01 -0.02
C -3.845319 -2.249763 0.209231 0.07 0.05 -0.03
C -2.732336 -2.090668 -0.610244 -0.09 0.12 0.12
C -2.044520 -0.889091 -0.659424 0.15 -0.13 -0.16
C -2.480566 0.159919 0.123463 0.33 0.60 -0.08
S -1.708428 1.782990 0.177483 -0.01 -0.01 -0.05
O -2.723302 2.752753 -0.091602 -0.02 -0.20 -0.29
O -0.950168 1.902686 1.393696 0.11 -0.16 -0.06
N -0.535600 1.949919 -1.055384 -0.42 -0.27 0.52
N 0.735537 1.540937 -0.651659 -0.04 0.22 0.33
C 1.271227 0.366410 -1.076058 -0.13 0.05 -0.16
O 0.741725 -0.270566 -1.975778 0.11 0.00 -0.11
C 2.557709 -0.007207 -0.448707 0.19 -0.21 0.10
C 3.466882 -0.741011 -1.206365 -0.17 0.13 0.07
C 4.681144 -1.122720 -0.674820 0.08 -0.01 0.09
C 4.999844 -0.789842 0.638557 -0.35 0.08 -0.19
O 6.177730 -1.138698 1.207092 0.17 -0.05 0.10
C 4.080445 -0.081443 1.411639 0.33 -0.11 0.07
C 2.872823 0.307832 0.873006 0.03 -0.08 -0.27
C -3.582837 0.028508 0.946190 -0.15 0.03 0.12
C -4.262334 -1.175854 0.988349 0.13 0.07 -0.04
H -5.388538 -3.535201 0.957366 -0.07 -0.06 0.04
H -4.986678 -3.778069 -0.746272 -0.06 -0.07 -0.03
H -3.894750 -4.364656 0.500817 -0.01 -0.09 0.03
H -2.398142 -2.916506 -1.220551 0.05 -0.09 -0.08
H -1.181659 -0.796300 -1.302361 0.06 0.05 -0.03
H -0.773084 1.492030 -1.930335 -0.06 0.03 -0.08
H 1.015719 1.993566 0.206458 0.17 -0.04 -0.24
H 3.205487 -0.999052 -2.221135 -0.03 -0.04 -0.08
H 5.386617 -1.682206 -1.274609 0.06 -0.04 -0.05
H 6.721481 -1.627823 0.576951 -0.11 0.08 0.06
H 4.336582 0.148916 2.433275 0.01 0.03 0.13
H 2.163507 0.827937 1.499724 -0.07 0.06 0.10
H -3.894748 0.875591 1.535798 -0.17 0.04 0.13
H -5.124611 -1.281244 1.629842 -0.08 -0.01 0.06
```
Positions in Å, forces in eV/Å.